1.
This record from OMol25 describes a single C3H6O3 molecule at a distorted geometry. The level of theory is ωB97M-V with the def2-TZVPD basis set.

The geometry in XYZ format:
```
12
Properties=species:S:1:pos:R:3:forces:R:3
O -1.2839 0.5515 -0.5007 2.460 0.202 0.544
O 0.9797 -1.4948 0.2718 -0.156 0.063 0.121
O -1.5867 -0.7652 1.3153 -0.646 0.278 -0.204
C 0.3190 0.7895 -0.2679 -0.742 -0.099 -0.878
C 0.9088 -0.5144 -0.7323 0.199 0.272 -0.523
C -1.4529 0.3082 0.7918 0.055 -0.157 1.369
H 0.4184 1.6747 -0.8713 0.542 0.004 -0.464
H 0.2993 -0.8157 -1.5873 0.281 -0.298 -0.091
H 0.7205 1.0010 0.7613 -1.222 -0.150 -0.657
H 0.0897 -1.6470 0.6290 0.162 -0.043 -0.152
H 1.9331 -0.3224 -1.0584 0.020 -0.089 -0.070
H -1.2006 1.2389 1.3133 -0.955 0.017 1.006
```
Positions in Å, forces in eV/Å.

## Properties
Electronic energy = -9348.7614 eV
Energy above the lowest of the compared OMol25 structures with the same formula, charge and spin = 246.5 kJ/mol
Charge = 0
SMILES = O=COCCO
HOMO energy = -0.3949 Eh
LUMO = 0.872 eV

=====

2.
This record from OMol25 describes a molecular structure, C29H25BrF3NO4PdS2. The level of theory is ωB97M-V with the def2-TZVPD basis set.

The geometry in XYZ format:
```
66
Properties=species:S:1:pos:R:3:forces:R:3
Pd 0.8894 0.7712 -0.3991 -0.519 0.035 -0.207
Br 0.9583 1.7381 3.1743 0.102 0.084 0.214
S -2.0224 0.8232 0.6692 0.136 -0.204 -0.025
S 4.0508 1.0804 -0.7116 -0.007 0.281 -0.340
F -2.2697 -8.0165 0.3020 0.010 -0.012 0.023
F -3.5756 -7.5498 -1.3449 -0.015 0.000 -0.011
F -1.6380 -8.4415 -1.7218 -0.008 -0.014 0.005
O 3.7449 0.5223 -2.0149 0.162 0.014 -0.036
O 5.4710 1.2458 -0.4351 0.024 -0.011 0.055
O 3.3107 0.4785 0.3932 -0.446 -0.086 0.185
O -2.4651 -0.5987 0.4887 0.009 0.015 -0.112
N 0.4736 -0.7976 2.3086 0.041 0.013 -0.068
C -1.7867 -3.8124 -0.5468 0.051 -0.055 0.003
C 0.1077 -4.6940 -1.7471 -0.001 -0.090 -0.044
C -3.5140 1.7876 0.2613 0.019 0.117 -0.005
C -1.1213 -4.0003 3.4367 0.027 0.034 0.008
C -0.5414 -3.5856 -1.1787 -0.073 0.154 0.017
C -0.1432 -0.5057 4.5887 0.025 0.066 -0.044
C 0.3839 -0.0665 3.3828 -0.135 0.050 0.011
C 2.7337 4.6908 -2.0274 -0.046 0.057 0.032
C 3.4039 2.7588 -0.7679 0.357 0.130 -0.062
C 0.0130 -2.2826 -1.1877 0.087 -0.077 0.063
C -0.4964 3.8195 -1.2976 0.087 0.040 0.017
C -1.3916 2.3243 -2.9549 0.025 0.031 -0.018
C -0.6231 -1.8057 4.6187 -0.017 -0.058 -0.011
C 2.1857 6.8838 -0.9226 -0.008 -0.017 0.007
C -1.6705 -6.1640 -1.0641 -0.036 -0.033 0.015
C 0.0071 -2.0378 2.3449 -0.022 -0.054 -0.030
C -0.5122 2.7918 -0.3335 0.516 -0.243 0.042
C 2.6298 5.4444 -0.8623 0.030 -0.004 0.033
C 0.4439 -1.1517 -0.9722 0.130 -0.101 0.160
C -1.4413 1.3025 -2.0630 -0.020 -0.041 0.094
C -0.5667 -2.6020 3.4809 -0.003 -0.024 -0.020
C 2.9209 4.8294 0.3536 -0.020 0.019 -0.051
C 3.1154 3.3605 -1.9858 -0.058 -0.119 0.081
C -2.2727 -7.5191 -0.9645 0.027 0.061 -0.015
C -0.4464 -5.9617 -1.6888 0.065 0.054 -0.030
C 3.3145 3.5002 0.4037 -0.079 -0.057 -0.087
C -2.3340 -5.0773 -0.4914 -0.020 0.065 0.019
C -0.9145 3.6172 -2.5864 -0.069 -0.031 0.009
C -0.9677 1.4722 -0.6981 -0.211 -0.083 0.110
H 3.1683 2.7583 -2.8837 0.022 0.006 0.014
H -1.7858 0.3178 -2.3532 -0.034 -0.017 0.011
H 1.0616 -4.5363 -2.2327 0.002 -0.008 0.005
H -3.4852 2.1180 -0.7777 -0.018 -0.042 0.013
H -0.3885 -4.7030 3.0370 -0.002 0.008 -0.002
H -4.3463 1.1073 0.4326 -0.015 0.010 0.029
H -0.1507 4.8019 -0.9943 0.046 0.011 0.009
H 2.1631 7.3300 0.0730 0.001 -0.002 -0.003
H -2.2826 -2.9573 -0.1038 -0.049 0.041 -0.007
H -1.7099 2.1454 -3.9776 0.009 0.001 -0.006
H 2.8320 5.3996 1.2739 0.001 0.002 -0.009
H 3.5362 3.0161 1.3469 0.002 0.003 0.002
H -0.8869 4.4216 -3.3121 0.003 -0.009 -0.005
H -3.2903 -5.2304 -0.0028 0.006 0.005 -0.001
H -0.3212 3.0218 0.7083 -0.108 0.032 0.030
H -1.4171 -4.3405 4.4304 0.000 0.003 0.005
H -0.1899 0.1449 5.4500 0.004 0.004 -0.003
H 0.0844 -2.5853 1.4104 -0.002 0.006 -0.016
H 0.0758 -6.7999 -2.1319 0.008 0.003 -0.006
H 2.4812 5.1452 -2.9806 0.000 0.009 0.003
H 1.1830 6.9690 -1.3504 0.002 -0.006 0.006
H -1.0579 -2.1983 5.5326 0.001 0.001 -0.005
H 2.8560 7.4825 -1.5451 0.000 0.000 0.001
H -1.9943 -4.0478 2.7831 -0.004 0.011 -0.003
H -3.5789 2.6472 0.9286 0.010 0.020 -0.047
```
Positions in Å, forces in eV/Å.

## Properties
Electronic energy = -143503.3071 eV
Energy above the lowest of the compared OMol25 structures with the same formula, charge and spin = 23.4 kJ/mol
Charge = -2
HOMO energy = -0.0251 Eh
LUMO = 4.252 eV

=====

3.
This record from OMol25 describes a molecular structure, C3H6O4S at a distorted geometry. The level of theory is ωB97M-V with the def2-TZVPD basis set.

The geometry in XYZ format:
```
14
Properties=species:S:1:pos:R:3:forces:R:3
S 2.5056 -0.1100 -1.5808 -1.967 1.590 -1.578
O 3.7369 -0.0446 -0.9725 3.027 -0.544 2.768
O 2.5452 -0.2746 -2.9710 -0.869 -0.424 -1.647
O 1.6200 1.1152 -1.1203 -1.353 -3.557 1.060
O 1.4532 -1.2111 -0.9403 -0.014 1.387 -0.295
C -0.7338 -0.0024 -1.0997 1.557 3.019 -3.600
C 0.6130 -0.1937 -0.4203 -0.330 1.182 -0.815
C 0.7534 -0.0976 1.0506 -0.150 0.209 0.344
H 0.0451 -0.7552 1.5974 0.312 0.087 -0.643
H -0.5226 0.2638 -2.2898 -0.388 -0.840 3.091
H -1.3565 0.8600 -0.7728 0.963 -0.417 0.328
H 1.7922 -0.4426 1.2680 -0.795 0.907 0.361
H 0.4356 0.9336 1.3046 0.804 -0.492 0.303
H -1.3870 -0.8051 -1.1243 -0.797 -2.108 0.323
```
Positions in Å, forces in eV/Å.

## Properties
Electronic energy = -22231.2491 eV
Energy above the lowest of the compared OMol25 structures with the same formula, charge and spin = 202.9 kJ/mol
Charge = 0
HOMO energy = -0.4048 Eh
LUMO = 0.351 eV

=====

4.
This record from OMol25 describes a molecular structure, C34H32CaClN4OP2S. The level of theory is ωB97M-V with the def2-TZVPD basis set.

The geometry in XYZ format:
```
76
Properties=species:S:1:pos:R:3:forces:R:3
Ca -1.6426 -1.9447 2.5048 -0.067 -0.097 0.267
Cl -3.4916 -3.8884 4.8447 0.035 0.023 0.031
S -1.7358 0.0881 4.4522 0.070 0.018 -0.096
P 0.8981 0.0265 1.1808 -0.289 -0.350 0.096
P 0.8592 -1.1701 -1.6891 0.071 -0.065 -0.066
O -1.5922 -2.2838 0.3353 0.069 0.071 -0.016
N -3.1550 -0.2426 1.7804 -0.060 -0.091 -0.178
N 1.5775 -0.9142 -0.1134 0.070 0.138 -0.144
N -3.2624 2.2363 4.2850 -0.025 -0.006 -0.034
N -3.5404 0.8744 2.5037 -0.070 0.104 -0.045
C -2.9236 1.0600 3.6298 0.088 -0.025 0.069
C 0.7121 4.4750 0.0460 -0.001 0.004 0.000
C 1.9437 -2.2514 0.4062 -0.045 -0.039 -0.053
C 4.5063 -0.6709 -4.5247 0.025 0.013 0.034
C 3.2957 -1.1766 -4.9781 -0.064 -0.016 0.000
C -0.1394 3.9185 0.9882 0.002 0.001 0.000
C -4.8483 -2.4866 -2.2116 -0.013 0.004 -0.001
C -3.7329 -3.3095 -2.3890 0.033 -0.020 0.006
C -0.0799 2.5581 1.2597 -0.016 0.005 -0.022
C -1.8244 2.4723 -2.6308 -0.022 0.026 -0.006
C -3.9141 -0.4796 0.7723 -0.081 0.107 0.038
C 2.3513 0.2153 2.2876 0.090 0.009 0.022
C 3.6758 0.2300 1.8552 -0.012 -0.007 0.018
C 1.7043 2.3176 -0.3376 0.005 -0.002 0.030
C 2.3338 -0.9094 -2.7727 0.006 0.035 0.074
C 0.8464 1.7527 0.6004 -0.032 0.123 0.097
C -2.1207 1.6068 -1.5881 -0.015 -0.040 0.034
C 3.5590 -0.4215 -2.3265 -0.075 -0.011 0.010
C -3.7764 -1.5058 -0.2512 -0.026 -0.115 -0.066
C -2.6346 -2.3469 -0.4300 -0.068 0.056 -0.076
C 4.4214 0.6391 4.1040 0.013 0.009 0.017
C 0.1691 1.2094 -3.1037 -0.042 -0.020 0.061
C 2.2253 -1.3082 -4.1050 -0.010 0.010 -0.031
C -2.6605 -3.2391 -1.5309 0.044 0.032 0.043
C 1.6303 3.6721 -0.6207 0.000 -0.028 0.002
C 2.0710 0.4097 3.6381 0.106 0.003 -0.015
C -0.6826 2.2674 -3.3908 0.043 -0.020 0.002
C -4.8457 -1.6010 -1.1563 0.038 -0.009 0.025
C 4.7065 0.4345 2.7585 -0.007 -0.003 -0.008
C 4.6378 -0.3019 -3.1931 -0.013 -0.008 -0.010
C -1.2845 0.5376 -1.3134 0.084 -0.039 -0.063
C -0.1197 0.3336 -2.0578 -0.036 0.070 0.016
C 3.1062 0.6300 4.5406 -0.065 -0.010 -0.014
C -3.0020 -3.9854 3.0495 0.116 0.040 0.016
H -4.7818 0.1735 0.6510 0.025 0.068 -0.010
H 2.8753 0.7864 5.5871 0.017 0.000 -0.005
H -1.7843 -3.8612 -1.6677 -0.017 -0.005 -0.018
H 5.2265 0.8021 4.8101 -0.002 -0.003 -0.008
H 2.4175 1.6937 -0.8619 0.004 -0.003 -0.008
H -1.5196 -0.1330 -0.4956 0.000 -0.004 -0.002
H 1.0687 1.0828 -3.6901 0.035 -0.015 -0.024
H -3.7063 -4.0110 -3.2158 -0.003 0.002 -0.001
H 2.4499 -2.1600 1.3661 0.011 0.014 0.031
H 5.7342 0.4376 2.4150 -0.011 0.001 0.002
H 2.6439 -2.7309 -0.2810 -0.003 0.006 -0.024
H -4.1511 2.6164 3.9946 0.001 -0.002 -0.003
H -2.6741 -5.0238 2.9484 0.032 0.007 -0.026
H -0.4415 2.9426 -4.2032 0.000 -0.002 0.002
H -3.0051 1.7563 -0.9801 0.012 0.007 0.002
H 5.3449 -0.5769 -5.2036 -0.002 0.002 0.011
H 3.1873 -1.4794 -6.0125 0.000 -0.001 0.005
H -3.9702 -3.9401 2.5373 0.010 0.013 -0.020
H -2.4814 3.3057 -2.8494 0.011 -0.008 0.003
H 5.5827 0.0802 -2.8259 -0.001 0.000 -0.004
H 1.0410 0.3997 3.9814 -0.019 0.012 -0.003
H 3.8952 0.0696 0.8062 -0.004 0.002 0.025
H -3.1098 2.2049 5.2790 0.001 0.004 -0.002
H 1.2878 -1.7237 -4.4620 0.008 0.007 0.012
H -0.8635 4.5360 1.5049 0.001 -0.012 -0.001
H -5.6963 -0.9434 -1.0071 -0.002 -0.001 -0.001
H 2.2874 4.1010 -1.3678 -0.003 0.002 0.007
H 3.6568 -0.1457 -1.2841 0.020 0.006 -0.028
H -5.6898 -2.5384 -2.8900 0.000 0.006 0.009
H -0.7661 2.1170 1.9774 0.016 0.001 -0.005
H 0.6554 5.5334 -0.1782 0.006 -0.005 0.000
H 1.0651 -2.8990 0.5086 0.002 0.020 0.018
```
Positions in Å, forces in eV/Å.

## Properties
Electronic energy = -104163.5899 eV
Energy above the lowest of the compared OMol25 structures with the same formula, charge and spin = 33.9 kJ/mol
Charge = -1
HOMO energy = -0.1609 Eh
LUMO = 2.349 eV

=====

5.
This record from OMol25 describes a single C4H9FO molecule at a distorted geometry. The level of theory is ωB97M-V with the def2-TZVPD basis set.

The geometry in XYZ format:
```
15
Properties=species:S:1:pos:R:3:forces:R:3
F 2.4426 -1.1073 -0.3709 0.261 -0.926 -1.142
O -2.7364 -0.7130 0.0596 -0.010 2.231 0.244
C 0.8583 0.6422 -0.2096 -1.278 -0.788 -1.666
C -0.3261 -0.2010 0.2230 -0.466 -0.025 0.215
C -1.6040 0.1952 -0.3486 -3.330 -1.191 -1.776
C 2.0769 0.0115 0.3047 1.518 0.808 1.804
H -0.2341 -1.2612 -0.0187 0.626 -0.021 0.373
H 1.9090 -0.3788 1.3473 0.403 1.002 -0.583
H -1.6839 0.2930 -1.4518 0.460 -0.299 0.419
H 2.8850 0.7835 0.2102 -0.165 -0.970 0.482
H 0.8053 1.6387 0.2401 -0.144 0.062 -0.521
H 0.8968 0.6256 -1.3650 0.054 0.579 1.716
H -1.9259 1.1488 0.0373 -0.239 0.335 0.220
H -0.6022 -0.0078 1.2559 1.002 -0.717 0.715
H -2.7614 -1.6693 0.0863 1.309 -0.081 -0.501
```
Positions in Å, forces in eV/Å.

## Properties
Electronic energy = -9057.6248 eV
Energy above the lowest of the compared OMol25 structures with the same formula, charge and spin = 99.7 kJ/mol
Charge = 0
SMILES = OCCCCF
HOMO energy = -0.3785 Eh
LUMO = 1.047 eV

=====

6.
This record from OMol25 describes a molecular structure, C10H16CuN2P2S2 at a distorted geometry. The level of theory is ωB97M-V with the def2-TZVPD basis set.

The geometry in XYZ format:
```
33
Properties=species:S:1:pos:R:3:forces:R:3
Cu 9.5283 9.5822 4.8700 1.077 0.396 -0.048
S 9.5086 11.7683 4.6334 -0.777 0.169 0.117
S 11.9152 9.6240 4.9629 -0.239 -0.160 -0.308
P 7.3142 9.3666 4.9226 -1.188 0.678 -0.035
P 9.4234 7.3824 4.6408 1.216 -0.376 0.265
N 14.6817 12.2322 4.6549 -0.884 -0.427 -0.017
N 11.5845 14.7535 5.3870 -0.631 -3.425 -0.376
C 6.2008 10.1742 6.1009 -1.128 1.969 -1.271
C 6.6688 7.6569 5.0503 0.301 -0.166 0.853
C 13.6033 11.8127 4.7135 -0.114 0.061 0.257
C 10.2819 6.6949 3.2307 1.826 -1.079 -0.450
C 11.1205 12.2222 4.8856 3.497 -0.956 -0.128
C 10.4447 6.7779 6.0290 -1.550 -1.221 0.541
C 6.7461 9.9497 3.2718 -0.598 0.699 -0.225
C 11.3803 13.6042 5.1985 0.599 3.125 -0.124
C 12.2420 11.3120 4.7969 -2.314 1.910 0.574
C 7.7454 6.6279 4.6658 0.519 0.372 0.764
H 5.6822 10.3080 3.3449 0.822 -0.658 -0.149
H 5.1463 10.1010 5.6700 1.175 0.080 0.830
H 5.7835 7.5704 4.4327 -0.189 -0.131 -0.164
H 10.8817 5.8064 5.7958 -0.326 -0.205 0.100
H 6.3310 7.5311 6.0943 0.231 -0.014 -0.386
H 6.4525 11.2861 6.2284 -0.275 -1.675 -0.104
H 7.5649 6.3553 3.6470 -0.032 -0.751 -0.505
H 9.5794 6.2095 2.5515 0.237 0.151 -0.201
H 6.8670 9.2210 2.4384 -0.078 0.391 0.745
H 11.1144 5.9587 3.5017 -1.384 0.683 -0.117
H 6.2833 9.6417 7.0274 -0.075 -0.043 0.622
H 7.8382 5.7765 5.3553 -0.560 -0.003 -0.490
H 7.3266 10.8526 3.0222 -0.049 -0.366 0.007
H 9.8619 6.7323 6.9760 0.433 0.017 -0.574
H 10.8568 7.5024 2.7607 -0.476 -0.108 -0.227
H 11.2598 7.4294 6.1580 0.934 1.061 0.224
```
Positions in Å, forces in eV/Å.

## Properties
Electronic energy = -98496.5604 eV
Charge = 0
HOMO energy (spin up / spin down) = -0.2574 / -0.2686 Eh
LUMO (spin up / spin down) = -0.067 / -1.241 eV
2S+1 = 2
Expectation value of S² = 0.760

=====

The lowest electronic energy belongs to which entry?
C29H25BrF3NO4PdS2

=====

The lowest electronic energy belongs to which entry?
C29H25BrF3NO4PdS2